1.
{
  "formula": "C39H50BCoF4N4O4PTe",
  "method": "the ωB97M-V functional and the def2-TZVPD basis",
  "energy_ev": -121157.9324,
  "fmax_ev_per_a": 0.84,
  "total_charge": 0,
  "e_lumo_ev": [0.20, -2.42],
  "homo_ev": [-7.22, -8.06],
  "spin_multiplicity": 6,
  "de_lowest_kcal_mol": 17.4,
  "species": ["C", "H", "C", "C", "C", "H", "F", "C", "H", "H", "N", "H", "N", "H", "H", "C", "H", "H", "Co", "H", "H", "C", "H", "H", "H", "H", "H", "C", "H", "F", "C", "H", "H", "H", "C", "C", "C", "C", "O", "O", "H", "C", "H", "C", "H", "H", "H", "H", "H", "H", "C", "H", "O", "H", "C", "H", "N", "C", "Te", "N", "B", "P", "C", "C", "F", "H", "C", "C", "H", "C", "C", "H", "H", "C", "C", "C", "C", "H", "H", "H", "H", "F", "C", "O", "C", "C", "H", "H", "H", "H", "C", "C", "C", "H", "H", "H", "C", "H", "C", "C", "H", "C", "H", "C", "H"],
  "xyz": [[-0.60, 5.28, 1.82], [-0.33, 5.91, -3.43], [-4.46, -0.10, -2.39], [-1.65, -2.58, -2.35], [2.30, -1.82, -3.77], [0.85, -8.35, 1.80], [-3.54, 2.99, 3.81], [3.30, -1.40, -1.57], [0.81, 5.71, -0.32], [-1.74, -3.66, -2.24], [-0.49, 0.63, -0.15], [-3.04, -1.39, 4.53], [0.75, 4.76, 1.54], [1.13, 3.96, 3.45], [-3.53, -0.41, 1.33], [1.19, -5.84, 1.11], [5.04, 3.66, -0.76], [3.41, -4.55, 1.08], [0.12, 2.65, 0.73], [-2.20, 5.44, -2.87], [2.56, 4.36, 2.49], [-1.33, -0.46, 3.62], [0.72, -2.65, -6.68], [-4.74, 0.02, -3.43], [3.89, -0.61, -2.04], [-3.03, -3.83, 1.74], [-2.45, 4.35, 2.36], [-2.61, -0.47, 4.16], [2.10, -6.42, 1.20], [-4.54, 0.73, 4.72], [-0.26, -2.23, -2.80], [2.96, 1.83, 2.97], [2.22, 1.06, -3.02], [0.82, 1.54, -2.02], [-1.49, 1.94, 3.15], [-1.73, 1.06, -0.08], [-3.31, 0.72, 4.21], [-0.14, -7.90, 1.70], [2.68, 1.40, -1.08], [-1.95, 2.23, 0.37], [4.34, 0.73, 2.82], [-3.30, 0.49, -1.92], [1.62, 5.66, 3.26], [1.29, -4.49, 0.77], [-1.40, 4.60, 3.75], [5.09, 2.01, -0.09], [-0.79, -2.60, -4.83], [5.47, 3.40, 0.95], [2.03, 2.77, -2.51], [-0.69, -8.45, 0.94], [0.77, -1.88, -1.92], [-2.66, 1.06, -2.58], [3.15, 0.79, 1.16], [-1.09, 5.41, 0.86], [4.85, 3.05, 0.13], [-0.56, 6.26, 2.31], [-0.10, 3.84, -0.89], [-4.95, -0.93, -0.19], [0.34, -1.59, 0.14], [-0.89, 2.98, 2.55], [-1.10, 5.02, -3.14], [2.43, 2.00, 0.37], [1.40, 5.66, 0.59], [0.02, -2.34, -4.16], [-0.60, -1.58, 3.58], [-2.14, -6.09, 1.46], [1.56, -2.22, -6.14], [-0.04, -6.44, 1.34], [-2.99, -3.79, -0.02], [-2.78, 1.90, 3.74], [1.87, 1.73, -2.23], [2.70, 0.08, 3.03], [2.39, 5.29, 0.35], [1.29, -2.13, -4.67], [-1.41, 4.32, 2.69], [3.29, 0.87, 2.58], [-1.17, -5.65, 1.25], [-5.59, -1.48, 0.48], [3.93, -2.29, -1.50], [-1.92, -2.11, -1.41], [3.07, -1.07, -0.56], [0.48, 0.71, 2.70], [1.55, 4.68, 2.76], [3.48, 3.21, 0.52], [-2.41, -3.56, 0.88], [-3.78, -0.34, 0.28], [-2.38, -2.26, -3.10], [3.31, -1.67, -4.15], [1.49, 6.67, 1.01], [-6.19, -1.27, -1.91], [-0.53, 4.33, -1.84], [-1.11, -4.31, 0.91], [2.08, -1.70, -2.41], [-2.27, -2.48, 0.90], [1.75, -1.23, -6.57], [2.44, -2.83, -6.34], [-5.29, -0.82, -1.53], [-0.66, -8.04, 2.65], [0.13, -3.72, 0.64], [-2.95, 0.35, -0.58], [2.79, -2.91, 0.82], [-0.78, 0.71, 3.14], [-1.15, 4.16, -4.00], [2.68, -3.96, 0.52], [2.94, -4.02, -0.54]],
  "lowdin_charge": [-0.181, -0.003, -0.082, -0.061, -0.027, 0.072, 0.121, -0.089, 0.064, 0.096, -0.126, 0.147, -0.320, 0.079, 0.101, -0.021, 0.092, 0.080, 0.566, 0.000, 0.071, -0.211, 0.074, 0.106, 0.080, 0.086, 0.135, 0.097, 0.115, 0.111, -0.279, 0.073, 0.084, 0.053, -0.138, -0.626, -0.207, -0.050, -0.320, -0.076, 0.094, -0.024, 0.097, -0.295, 0.137, 0.083, 0.119, 0.090, 0.089, 0.081, -0.334, 0.128, -0.326, 0.117, -0.082, 0.129, 0.068, -0.081, 1.656, 0.052, -0.412, 0.752, -0.086, -0.011, 0.095, 0.122, -0.046, -0.268, 0.083, -0.119, -0.076, 0.080, 0.075, -0.261, -0.161, -0.107, -0.022, 0.103, 0.081, 0.019, 0.011, 0.049, -0.087, -0.342, -0.082, -0.049, 0.081, 0.125, 0.098, 0.100, -0.183, -0.301, -0.301, 0.010, 0.084, 0.080, -0.089, 0.080, -0.328, -0.174, 0.034, -0.146, -0.002, -0.074, 0.081]
}

---

2.
{
  "formula": "C39H50BN11O4Sb2Ti",
  "method": "the ωB97M-V functional and the def2-TZVPD basis",
  "energy_ev": -102682.7346,
  "fmax_ev_per_a": 0.84,
  "total_charge": 3,
  "e_lumo_ev": [-9.66, -10.57],
  "homo_ev": [-15.86, -15.77],
  "spin_multiplicity": 2,
  "species": ["C", "C", "H", "H", "C", "C", "H", "H", "H", "B", "C", "C", "H", "Sb", "H", "O", "H", "H", "C", "N", "H", "C", "Sb", "C", "C", "H", "H", "N", "C", "C", "C", "H", "H", "H", "N", "H", "N", "C", "C", "H", "H", "C", "H", "H", "C", "O", "H", "H", "H", "H", "H", "C", "C", "O", "H", "C", "H", "H", "C", "H", "C", "C", "H", "C", "H", "C", "O", "C", "H", "N", "C", "C", "N", "N", "H", "H", "H", "H", "H", "N", "C", "C", "H", "C", "H", "C", "H", "C", "H", "H", "H", "C", "N", "C", "C", "H", "H", "H", "N", "N", "C", "H", "C", "H", "H", "C", "H", "Ti"],
  "xyz": [[2.21, 2.18, -1.53], [-1.44, 3.55, 2.61], [-5.11, 2.29, -3.07], [4.60, 5.87, 0.37], [1.18, -4.85, -1.63], [4.66, -2.91, 4.27], [3.67, -2.66, -0.43], [0.36, -5.56, -1.53], [1.26, -0.91, -4.00], [0.07, 3.38, -0.77], [1.44, -0.37, 3.77], [3.74, -3.25, 1.63], [3.53, 2.03, 2.57], [1.14, -3.57, 0.06], [1.24, -4.87, 2.46], [-5.09, -0.64, 0.29], [3.82, -5.36, 2.05], [-2.14, -0.72, -5.54], [-2.44, -2.00, -1.98], [-1.98, 2.27, -1.78], [-1.26, 0.55, -3.64], [2.57, 5.83, -0.31], [1.68, 0.27, 1.74], [-2.88, -2.34, -4.32], [-3.92, -0.53, 0.45], [-3.66, 1.17, 2.27], [3.78, -0.79, 0.35], [0.41, 0.91, -1.59], [3.97, -4.37, 2.46], [-3.36, -2.21, 2.38], [-0.60, 4.06, 1.64], [3.51, 0.77, -2.63], [-1.75, 4.03, 3.52], [5.04, -2.81, 5.27], [-1.25, 2.06, 0.94], [-3.00, -2.89, -6.39], [-1.20, -1.84, 2.19], [-3.06, -1.31, 1.35], [4.41, -4.22, 3.74], [4.62, -0.82, 3.91], [0.67, 5.27, -2.91], [-1.76, -0.39, -3.48], [-1.86, -3.18, 3.72], [-0.20, -1.83, 2.33], [-2.25, -1.12, -4.54], [-3.15, 0.38, -0.20], [-4.55, 1.08, -1.91], [-3.43, -3.71, -2.74], [-5.69, -1.82, 1.70], [2.80, 3.05, -1.30], [-3.33, -4.22, -5.26], [-2.11, -2.52, 2.91], [3.66, 6.39, 0.55], [-5.78, -2.45, 2.44], [-0.20, -5.36, 1.55], [-2.96, -2.77, -2.99], [2.42, 2.90, 1.47], [1.39, -6.04, 1.13], [-4.25, 1.70, -2.75], [-1.44, 5.41, -2.23], [-3.07, 3.97, -2.73], [-1.85, 4.42, -2.24], [1.93, 2.52, 3.13], [2.24, 6.18, -1.64], [-4.53, -2.96, -5.51], [-1.85, 2.32, 2.15], [-4.50, -3.70, 3.75], [3.38, -3.45, 0.25], [4.32, 0.10, 1.81], [-1.75, -1.10, 1.23], [-3.45, -3.15, -5.44], [-3.13, 2.63, -2.42], [0.93, 2.11, -1.18], [1.79, 4.86, 0.14], [3.41, 6.29, 1.60], [-2.31, 0.50, 3.20], [0.38, -1.62, -2.65], [-0.06, 4.99, 1.59], [2.11, -5.41, -1.66], [-0.48, 3.17, 0.66], [1.40, 0.24, -2.23], [-2.79, 1.42, 2.87], [1.06, -4.30, -2.56], [1.27, -1.07, -2.92], [-3.98, 1.04, -3.58], [2.56, 1.01, -2.20], [1.63, -1.44, 3.90], [4.42, -1.81, 3.51], [4.61, -5.09, 4.36], [3.67, -4.43, -0.12], [0.44, -0.14, 4.12], [2.49, 2.16, 2.27], [0.91, 4.58, -0.89], [0.87, -5.14, 1.48], [3.70, -0.71, 1.43], [-3.81, 4.55, -3.25], [3.82, 7.44, 0.32], [2.14, -1.69, -2.71], [-1.20, 3.40, -1.69], [-1.84, -0.81, -2.20], [3.94, -1.92, 2.18], [-2.48, -2.34, -0.95], [-4.61, -2.86, 2.92], [-3.15, 1.94, 3.76], [2.70, 6.93, -2.25], [1.20, 5.36, -1.97], [2.16, 0.17, 4.39], [-1.46, 0.70, -0.65]],
  "nbo_charge": [0.072, -0.315, 0.266, 0.237, -0.980, -0.104, 0.246, 0.252, 0.260, 0.955, -1.027, 0.050, 0.240, 1.012, 0.238, -0.485, 0.241, 0.246, 0.059, -0.486, 0.229, 0.187, 1.109, 0.108, 0.786, 0.228, 0.245, -0.499, -0.239, -0.212, 0.099, 0.263, 0.267, 0.253, -0.492, 0.246, -0.298, 0.019, -0.104, 0.235, 0.226, 0.059, 0.276, 0.435, -0.202, -0.791, 0.255, 0.253, 0.502, 0.267, 0.250, 0.053, -0.650, -0.633, 0.251, -0.232, 0.274, 0.250, -0.659, 0.260, -0.302, 0.091, 0.246, -0.307, 0.267, 0.222, -0.515, -0.703, 0.261, -0.300, -0.659, 0.258, -0.346, -0.340, 0.236, 0.223, 0.229, 0.277, 0.248, -0.341, 0.233, -0.630, 0.236, -0.650, 0.242, -0.331, 0.230, -0.263, 0.254, 0.266, 0.242, -1.005, -0.443, -1.004, -0.748, 0.272, 0.247, 0.238, -0.327, -0.610, 0.189, 0.215, 0.772, 0.263, 0.257, -0.031, 0.256, 2.032]
}